*w*
# C6H12O2

2 unconnected molecules or ions with the total composition C6H12O2 (ωB97M-V/def2-TZVPD, OMol25).

Computed properties:
* highest occupied orbital energy: -9.4 eV
* LUMO: 0.8 eV
* multiplicity: 1
* net charge: 0
* SMILES string: C=C(C)CCC=O.O
* frontier orbital gap: 0.3740 Eh

Each line ends with the Mulliken charge.
Cartesian coordinates (Å):
C (1.3627, 2.8713, 0.8314)  -1.15
C (0.2002, 2.3583, 0.4303)  0.69
C (-1.1813, 2.8099, 0.8530)  -1.24
C (0.2790, 1.1038, -0.4468)  -0.97
C (-0.1453, -0.1328, 0.4143)  -0.35
C (-0.6929, -1.2016, -0.5688)  0.05
O (-1.3879, -2.1199, -0.2547)  -0.48
H (1.3287, 3.8084, 1.3999)  0.30
H (2.3343, 2.6168, 0.4326)  0.29
H (-1.8397, 2.0630, 0.4078)  0.36
H (-1.5325, 3.6829, 0.2869)  0.35
H (-1.1839, 2.8306, 1.9398)  0.33
H (-0.4258, 1.3220, -1.2706)  0.45
H (1.2841, 0.9544, -0.8454)  0.39
H (-0.8576, 0.2061, 1.1651)  0.34
H (0.7057, -0.6254, 0.8700)  0.31
H (-0.4433, -0.8698, -1.5960)  0.34
O (1.3591, -4.4867, -1.0830)  -0.64
H (1.7010, -4.4928, -0.1989)  0.31
H (0.4401, -4.7603, -0.9133)  0.32

*x*
# C6H12O2

2 unconnected molecules or ions with the total composition C6H12O2 (ωB97M-V/def2-TZVPD, OMol25).

Computed properties:
* highest occupied orbital energy: -9.3 eV
* LUMO: 0.7 eV
* multiplicity: 1
* net charge: 0
* SMILES string: CC(C)=O.CC(C)=O
* frontier orbital gap: 0.3695 Eh

Each line ends with the Mulliken charge.
Cartesian coordinates (Å):
C (-2.0614, -10.6823, 3.0592)  -1.00
C (-2.9823, -11.7575, 3.5809)  0.74
C (-2.8394, -13.1284, 2.9717)  -1.09
O (-3.7645, -11.5579, 4.4748)  -0.50
H (-2.3121, -9.7314, 3.5257)  0.25
H (-2.1694, -10.5878, 1.9805)  0.34
H (-1.0407, -10.9520, 3.3357)  0.30
H (-2.4351, -13.1572, 1.9600)  0.33
H (-3.7790, -13.6749, 3.0104)  0.34
H (-2.1269, -13.6975, 3.5868)  0.28
C (-4.1225, -7.5575, 7.8126)  -1.04
C (-5.3377, -8.4280, 7.6036)  0.73
C (-5.3079, -9.3233, 6.3980)  -0.87
O (-6.3019, -8.3762, 8.3427)  -0.57
H (-4.0854, -6.8334, 6.9989)  0.29
H (-3.2180, -8.1695, 7.7719)  0.32
H (-4.1724, -7.0674, 8.7804)  0.30
H (-4.8236, -10.2698, 6.6499)  0.26
H (-4.6744, -8.9215, 5.6004)  0.22
H (-6.3040, -9.4888, 6.0016)  0.36

Q: What are the energies relative to the best structure? A: *w* 0.0510; *x* 0.0000, in hartree.

*w*
# C3H7N3O

A molecular structure, C3H7N3O (ωB97M-V/def2-TZVPD, OMol25).

Computed properties:
* highest occupied orbital energy: -19.8 eV
* LUMO: -10.0 eV
* multiplicity: 1
* net charge: +2
* frontier orbital gap: 0.3583 Eh

Each line ends with the Mulliken charge.
Cartesian coordinates (Å):
C (1.2944, -2.3334, -0.8472)  0.15
C (-0.3829, 1.1391, -0.2673)  0.14
C (0.2646, -1.1074, 0.1836)  0.43
N (-0.0943, 2.3068, -0.7431)  -0.24
N (-0.3830, -1.4489, 1.2380)  -0.25
N (0.3250, 0.0189, -0.5322)  -0.19
O (1.8240, -1.8465, -1.7222)  -0.23
H (1.3249, -3.3573, -0.5447)  0.40
H (-1.2205, 1.2239, 0.3596)  0.36
H (-0.5870, 3.2034, -0.5207)  0.31
H (0.5920, 2.6427, -1.4247)  0.27
H (-0.4497, -2.4115, 1.4830)  0.27
H (-0.8691, -0.9453, 1.9463)  0.24
H (0.9766, 0.1496, -1.3555)  0.35

*x*
# C3H7N3O

A gas-phase ion, C3H7N3O (charge +2) (ωB97M-V/def2-TZVPD, OMol25).

Computed properties:
* highest occupied orbital energy (spin up / spin down): -20.3 / -19.5 eV
* LUMO (spin up / spin down): -10.7 / -11.9 eV
* multiplicity: 1
* net charge: +2
* frontier orbital gap (spin up / spin down): 0.3505 / 0.2807 Eh

Each line ends with the Mulliken charge.
Cartesian coordinates (Å):
C (-1.1196, -0.2954, 0.1482)  0.65
C (1.9527, -0.0510, -0.1078)  0.49
C (-0.0572, 1.0861, 0.4565)  -0.34
N (-0.6452, -1.3905, 0.4646)  -0.26
N (-2.1996, 0.1592, -0.4367)  -0.30
N (3.1760, -0.3821, -0.1274)  -0.19
O (1.1389, 0.8754, -0.0943)  -0.18
H (-0.6072, 1.7208, -0.1283)  0.32
H (-0.0507, 1.3335, 1.5121)  0.37
H (-0.5149, -2.3341, 0.2301)  0.30
H (-2.5178, 1.0516, -0.4566)  0.20
H (-2.9218, -0.4840, -0.6352)  0.26
H (3.4592, -1.3052, -0.2682)  0.32
H (4.0380, 0.0701, 0.2580)  0.34

Q: What are the energies relative to the best structure? A: *w* 0.0000; *x* 0.1513, in hartree.

*w*
# C3H6FN

2 unconnected molecules or ions with the total composition C3H6FN (ωB97M-V/def2-TZVPD, OMol25).

Computed properties:
* highest occupied orbital energy: -9.1 eV
* LUMO: 0.6 eV
* multiplicity: 1
* net charge: 0
* frontier orbital gap: 0.3598 Eh

Each line ends with the Mulliken charge.
Cartesian coordinates (Å):
C (0.1201, -0.5309, -0.4816)  -0.37
C (-0.2012, 1.1480, -0.6943)  -0.63
C (-0.9660, 0.1054, 0.1747)  0.16
H (0.5030, -1.6629, 1.3669)  0.30
H (2.1878, -0.3894, 0.6317)  0.32
H (-0.1832, -0.9806, -1.3779)  0.38
H (0.4139, 1.8178, 0.1156)  0.24
H (-0.4808, 1.3201, -1.7776)  0.27
H (-2.1754, -0.0861, 0.3269)  0.28
N (1.2623, -1.0866, 0.2185)  -0.65
F (-0.4806, 0.3453, 1.4969)  -0.30

*x*
# C3H6FN

2 unconnected molecules or ions with the total composition C3H6FN (ωB97M-V/def2-TZVPD, OMol25).

Computed properties:
* highest occupied orbital energy: -8.9 eV
* LUMO: 0.9 eV
* multiplicity: 1
* net charge: 0
* frontier orbital gap: 0.3574 Eh

Each line ends with the Mulliken charge.
Cartesian coordinates (Å):
C (0.9308, 1.2312, -0.5486)  -0.51
C (0.4154, 1.8092, 0.5097)  -0.37
C (-1.2548, -1.0230, -0.0327)  -0.08
N (-0.6594, -2.1235, -0.3234)  -0.25
F (-1.4884, -0.8490, 1.3243)  -0.18
H (1.7188, 0.5135, -0.3842)  0.27
H (0.6888, 1.5574, -1.5964)  0.20
H (-0.2854, 2.6645, 0.5547)  0.23
H (0.6116, 1.3059, 1.5054)  0.16
H (-0.6205, -2.3526, -1.3043)  0.28
H (-0.0567, -2.7336, 0.2954)  0.25

Q: What are the energies relative to the best structure? A: *w* 0.1035; *x* 0.0000, in hartree.

*w*
# C2H3BrOS

A single C2H3BrOS molecule (ωB97M-V/def2-TZVPD, OMol25).

Computed properties:
* highest occupied orbital energy: -8.6 eV
* LUMO: -0.3 eV
* multiplicity: 1
* net charge: 0
* SMILES string: COC(=S)Br
* frontier orbital gap: 0.3059 Eh

Each line ends with the Mulliken charge.
Cartesian coordinates (Å):
C (-0.1538, 0.1379, -0.6855)  -0.81
O (-1.3840, 0.8804, -0.8375)  -0.22
C (-2.5328, 0.5648, -0.3086)  0.26
S (-3.8520, 1.8651, -0.2496)  -0.24
Br (-2.8690, -1.1611, 0.4364)  -0.04
H (0.0240, -0.0216, 0.3377)  0.37
H (0.5559, 0.7335, -1.2309)  0.26
H (-0.2308, -0.7249, -1.2388)  0.41

*x*
# C2H3BrOS

2 unconnected molecules or ions with the total composition C2H3BrOS (ωB97M-V/def2-TZVPD, OMol25).

Computed properties:
* highest occupied orbital energy (spin up / spin down): -8.5 / -8.3 eV
* LUMO (spin up / spin down): -1.1 / -1.0 eV
* multiplicity: 1
* net charge: 0
* frontier orbital gap (spin up / spin down): 0.2700 / 0.2686 Eh

Each line ends with the Mulliken charge.
Cartesian coordinates (Å):
C (-0.0648, 0.0137, 0.0295)  -0.03
C (0.3603, 0.2537, 1.4979)  -0.81
O (-1.6448, -1.6536, -3.3730)  -0.32
S (-0.3941, -1.1672, -2.8864)  0.31
Br (0.5511, 1.4493, -1.0553)  -0.03
H (0.3504, -0.6353, 2.1542)  0.28
H (1.3060, 0.8205, 1.7636)  0.32
H (-0.4641, 0.9189, 1.8695)  0.29

*y*
# C2H3BrOS

2 unconnected molecules or ions with the total composition C2H3BrOS (ωB97M-V/def2-TZVPD, OMol25).

Computed properties:
* highest occupied orbital energy (spin up / spin down): -9.2 / -9.2 eV
* LUMO (spin up / spin down): -2.2 / -2.2 eV
* multiplicity: 1
* net charge: 0
* frontier orbital gap (spin up / spin down): 0.2570 / 0.2570 Eh

Each line ends with the Mulliken charge.
Cartesian coordinates (Å):
C (1.0789, -0.1776, 0.4654)  0.35
C (-0.1893, -0.3626, -0.2924)  -0.79
O (1.9171, -1.0340, 0.5940)  -0.44
S (0.7708, 0.7033, -2.4682)  -0.05
Br (0.1869, 2.7557, -2.2615)  -0.02
H (1.1061, 0.9388, 0.9038)  0.21
H (-0.3711, -1.1906, -0.8941)  0.42
H (-1.0126, 0.3743, 0.0050)  0.31

Q: What are the energies relative to the best structure? A: *w* 0.0000; *x* 0.1327; *y* 0.0345, in hartree.

*w*
# C23H34NO3PPdS2Sb2Te

A molecular structure, C23H34NO3PPdS2Sb2Te (ωB97M-V/def2-TZVPD, OMol25).

Computed properties:
* highest occupied orbital energy: -0.6 eV
* LUMO: 4.5 eV
* multiplicity: 1
* net charge: -2
* frontier orbital gap: 0.1878 Eh

Each line ends with the Mulliken charge.
Cartesian coordinates (Å):
Pd (1.8451, 0.1260, 0.4050)  0.03
C (0.0909, -2.3171, -3.6190)  -1.42
Sb (0.7737, -0.7195, -2.3219)  0.30
C (2.8034, -1.4450, -2.3926)  -1.13
C (0.9704, 0.6524, -4.1095)  -1.93
C (2.2429, 1.4057, -4.2811)  1.24
C (3.2678, 0.8267, -5.0386)  -0.70
C (4.4983, 1.4346, -5.2191)  -0.60
C (4.7314, 2.6744, -4.6390)  -0.71
C (3.7222, 3.2759, -3.9068)  -0.53
C (2.4734, 2.6776, -3.7120)  1.05
C (1.4468, 3.3979, -2.9121)  -2.01
Sb (1.3147, 2.7908, -0.7638)  0.67
C (0.8754, 4.8128, -0.1303)  -1.55
C (3.4290, 3.0388, -0.4921)  -1.21
H (0.9106, -2.5950, -4.2839)  0.41
H (-0.7660, -1.9917, -4.2112)  0.37
H (-0.1919, -3.1598, -2.9908)  0.32
H (3.3167, -1.0323, -3.2613)  0.37
H (2.7452, -2.5313, -2.4706)  0.40
H (3.3470, -1.1925, -1.4829)  0.20
H (0.1083, 1.3185, -4.0500)  0.37
H (0.8237, -0.0199, -4.9576)  0.63
H (3.0819, -0.1426, -5.4902)  0.35
H (5.2675, 0.9418, -5.8022)  0.36
H (5.6881, 3.1699, -4.7558)  0.36
H (3.8968, 4.2485, -3.4584)  0.28
H (0.4444, 3.2568, -3.3210)  0.57
H (1.6616, 4.4693, -2.8940)  0.60
H (1.7994, 5.3921, -0.1618)  0.43
H (0.4968, 4.7614, 0.8891)  0.24
H (0.1333, 5.2773, -0.7817)  0.47
H (3.7396, 4.0457, -0.7840)  0.39
H (3.9505, 2.2998, -1.0995)  0.26
H (3.6847, 2.8430, 0.5489)  0.28
S (0.4648, -3.0693, -0.0411)  -0.43
C (-0.5389, -2.1940, 1.0130)  0.15
N (-0.7661, -0.9054, 1.0338)  -0.09
C (-1.6041, -0.5317, 2.0539)  -0.54
C (-1.9862, 0.7848, 2.3185)  -0.17
C (-2.8366, 1.0431, 3.3799)  -0.49
C (-3.3081, 0.0091, 4.1928)  -0.48
C (-2.9241, -1.3035, 3.9499)  -0.37
C (-2.0757, -1.5694, 2.8839)  0.67
S (-1.4108, -3.0686, 2.3143)  -0.39
H (-1.5626, 1.5762, 1.7132)  0.30
H (-3.1242, 2.0659, 3.5958)  0.34
H (-3.9668, 0.2308, 5.0248)  0.32
H (-3.2795, -2.1052, 4.5873)  0.35
C (1.2792, 1.2718, 5.8462)  -1.39
C (0.4348, 1.1186, 4.5930)  0.14
O (1.1757, 0.4437, 3.5815)  -0.11
P (1.8533, 1.2765, 2.3713)  1.21
O (0.9117, 2.4062, 1.9804)  -0.90
Te (3.7824, -0.7866, 1.8272)  -0.86
O (3.0998, 2.0855, 3.0944)  -0.01
C (2.9866, 3.4772, 3.3499)  0.34
C (4.3334, 3.9482, 3.8602)  -1.51
H (0.7337, 1.8396, 6.6063)  0.37
H (2.2104, 1.7906, 5.6162)  0.25
H (1.5340, 0.2933, 6.2557)  0.33
H (0.0875, 2.0861, 4.2205)  0.33
H (-0.4471, 0.5049, 4.7905)  0.14
H (2.2004, 3.6743, 4.0887)  0.38
H (2.7018, 4.0109, 2.4398)  -0.06
H (4.5897, 3.4453, 4.7944)  0.31
H (4.3220, 5.0280, 4.0333)  0.40
H (5.1096, 3.7155, 3.1301)  0.31

*x*
# C23H34NO3PPdS2Sb2Te

A molecular structure, C23H34NO3PPdS2Sb2Te (ωB97M-V/def2-TZVPD, OMol25).

Computed properties:
* highest occupied orbital energy: -2.1 eV
* LUMO: 4.1 eV
* multiplicity: 1
* net charge: -2
* frontier orbital gap: 0.2278 Eh

Each line ends with the Mulliken charge.
Cartesian coordinates (Å):
Pd (-0.7633, -1.6526, -0.3827)  -0.80
C (2.9299, -2.9628, 0.9926)  -1.36
Sb (1.7454, -1.4722, -0.0245)  0.94
C (3.0336, 0.1558, 0.4998)  -1.17
C (2.6802, -1.8516, -1.9646)  -1.80
C (2.7158, -0.6408, -2.8458)  0.65
C (3.8031, 0.2306, -2.7214)  -0.73
C (3.9135, 1.3919, -3.4641)  -0.01
C (2.9200, 1.6997, -4.3830)  -0.96
C (1.8466, 0.8396, -4.5359)  -0.40
C (1.7117, -0.3302, -3.7822)  1.02
C (0.4991, -1.1791, -4.0155)  -1.80
Sb (-1.1698, -0.6655, -2.7033)  1.15
C (-1.1696, 1.4418, -3.1495)  -1.31
C (-2.6992, -1.1349, -4.1344)  -1.50
H (3.9893, -2.8046, 0.7854)  0.36
H (2.6305, -3.9568, 0.6598)  0.36
H (2.7579, -2.8895, 2.0666)  0.35
H (4.0671, -0.0963, 0.2642)  0.14
H (2.9705, 0.3854, 1.5629)  0.47
H (2.7475, 1.0421, -0.0649)  0.35
H (2.1238, -2.6778, -2.4065)  0.51
H (3.6967, -2.1913, -1.7551)  0.57
H (4.5869, -0.0110, -2.0124)  0.31
H (4.7684, 2.0410, -3.3249)  0.27
H (2.9840, 2.6015, -4.9804)  0.40
H (1.0743, 1.0729, -5.2618)  0.31
H (0.6905, -2.2388, -3.8470)  0.50
H (0.1480, -1.0561, -5.0421)  0.56
H (-1.2547, 1.6180, -4.2231)  0.35
H (-0.2517, 1.8963, -2.7787)  0.34
H (-2.0210, 1.8963, -2.6415)  0.36
H (-2.4033, -0.7802, -5.1241)  0.53
H (-3.6220, -0.6490, -3.8194)  0.36
H (-2.8836, -2.2061, -4.1336)  0.42
S (6.2546, 3.1502, 2.4254)  -0.46
C (6.5890, 2.9218, 0.7857)  0.20
N (6.5762, 3.7840, -0.2011)  -0.75
C (6.9431, 3.2216, -1.3970)  -0.21
C (7.0382, 3.9124, -2.6082)  -0.44
C (7.4401, 3.2447, -3.7544)  -0.45
C (7.7476, 1.8846, -3.7217)  -0.43
C (7.6561, 1.1786, -2.5285)  -0.40
C (7.2599, 1.8444, -1.3778)  0.71
S (7.0688, 1.2677, 0.2452)  -0.23
H (6.7915, 4.9666, -2.6271)  0.40
H (7.5058, 3.7846, -4.6922)  0.33
H (8.0454, 1.3730, -4.6287)  0.33
H (7.8859, 0.1200, -2.4991)  0.38
C (-3.5313, 0.8840, -0.3729)  -0.71
C (-4.4888, -0.2519, -0.0910)  -0.42
O (-4.4153, -1.1877, -1.1640)  -0.06
P (-4.2826, -2.7803, -0.8578)  0.56
O (-4.2604, -3.4562, -2.1751)  -0.77
Te (-2.5836, -3.1719, 0.7868)  -0.37
O (-5.6813, -3.0840, -0.0638)  -0.25
C (-6.8757, -3.0675, -0.8462)  -0.22
C (-7.2241, -4.4611, -1.3302)  -1.11
H (-3.6183, 1.6553, 0.3961)  0.41
H (-3.7449, 1.3337, -1.3443)  0.22
H (-2.5069, 0.5070, -0.3803)  -0.09
H (-5.5235, 0.1008, -0.0186)  0.20
H (-4.2254, -0.7408, 0.8505)  0.42
H (-6.7605, -2.3880, -1.6954)  0.24
H (-7.6612, -2.6703, -0.1975)  0.35
H (-6.4272, -4.8270, -1.9758)  0.26
H (-8.1637, -4.4463, -1.8897)  0.36
H (-7.3323, -5.1391, -0.4821)  0.27

Q: What are the energies relative to the best structure? A: *w* 0.0781; *x* 0.0000, in hartree.

*w*
# C2H7O2PS

A single C2H7O2PS molecule (ωB97M-V/def2-TZVPD, OMol25).

Computed properties:
* highest occupied orbital energy: -9.7 eV
* LUMO: 0.1 eV
* multiplicity: 1
* net charge: 0
* SMILES string: CO[PH](=S)OC
* frontier orbital gap: 0.3626 Eh

Each line ends with the Mulliken charge.
Cartesian coordinates (Å):
C (-0.8625, -0.6634, 1.9654)  -0.63
O (0.4970, -0.6439, 1.5313)  -0.25
P (1.0838, 0.4293, 0.4418)  0.56
S (2.8550, 0.1434, -0.1049)  -0.28
O (-0.5740, 0.2446, -0.8992)  -0.51
C (-0.1307, 0.2331, -2.2413)  -0.51
H (-1.1106, 0.2081, 2.5479)  0.30
H (-0.9266, -1.5716, 2.5664)  0.25
H (-1.5085, -0.8523, 1.1952)  0.31
H (0.6785, 1.7107, 0.8866)  0.11
H (-0.6995, -0.4052, -2.8595)  0.24
H (1.0050, -0.1549, -2.4188)  0.19
H (-0.3071, 1.3220, -2.6109)  0.21

*x*
# C2H7O2PS

2 unconnected molecules or ions with the total composition C2H7O2PS (ωB97M-V/def2-TZVPD, OMol25).

Computed properties:
* highest occupied orbital energy (spin up / spin down): -9.3 / -9.3 eV
* LUMO (spin up / spin down): -3.0 / -2.9 eV
* multiplicity: 1
* net charge: 0
* frontier orbital gap (spin up / spin down): 0.2341 / 0.2343 Eh

Each line ends with the Mulliken charge.
Cartesian coordinates (Å):
C (-1.3571, 1.7752, -0.2150)  0.16
C (0.8036, -1.8194, -0.0293)  -0.31
O (0.0913, 1.6626, 0.1337)  -0.29
O (1.3479, -0.4987, 0.2115)  -0.25
P (0.5407, 0.5037, 1.2088)  0.14
S (-2.5562, -1.4167, 0.4588)  -0.06
H (-1.2971, 1.9049, -1.3487)  0.20
H (-1.7467, 2.6520, 0.3062)  0.24
H (-1.6820, 0.7616, -0.1295)  -0.35
H (-0.0534, -1.9340, 0.7053)  0.08
H (1.7943, -2.4998, 0.0652)  0.20
H (0.3982, -1.9706, -1.1172)  0.20
H (1.8140, 1.3109, 1.5199)  0.05

Q: What are the energies relative to the best structure? A: *w* 0.0000; *x* 0.1100, in hartree.